[1]
Formula: C21H59N4O7
Source: the Open Molecules 2025 dataset
Level of theory: the ωB97M-V functional and the def2-TZVPD basis

The value obtained for the molecular weight is 479.7 g/mol. The total energy is -43013.031 eV. As for the charge: +1.

Bonds (Å) are listed after each position.
Positions of all 91 atoms, in Å:
1 H 28.72384 -14.07575 -14.66121  C8 1.090
2 O 27.07885 -17.77776 -18.82947  H62 0.977
3 C 31.06531 -11.72148 -21.86001  H15 1.090, H19 1.090, C55 1.538, C70 1.519
4 H 31.64320 -18.36873 -16.10117  C90 1.090
5 H 30.66999 -16.69008 -17.71731  C30 1.090
6 H 26.89973 -13.37970 -17.12617  C78 1.090
7 H 32.05300 -15.94721 -19.79492  O86 0.960
8 C 28.66258 -14.90048 -15.37126  H1 1.090, H50 1.090, O63 1.479, C76 1.552
9 H 26.73687 -16.30023 -23.37254  C23 1.090
10 H 31.15112 -13.35067 -17.92703  C33 1.090
11 H 34.44773 -12.47036 -21.17249  C22 1.090
12 H 29.81159 -12.20155 -18.28003  C33 1.090
13 C 26.94089 -18.30294 -22.38725  C23 1.557, N24 1.486, H37 1.090, C88 1.581
14 H 34.06956 -15.12175 -21.01804  C16 1.090
15 H 30.71155 -11.17647 -22.73518  C3 1.090
16 C 33.52872 -14.67891 -21.85440  H14 1.090, C21 1.550, H74 1.090, H75 1.090
17 C 30.51203 -16.14168 -14.32487  H31 1.090, H40 1.090, O63 1.430, H79 1.090
18 H 32.71772 -17.83974 -17.43157  C90 1.090
19 H 31.50295 -10.96453 -21.20916  C3 1.090
20 H 29.84010 -17.49243 -19.99054  C84 1.090
21 C 32.67743 -13.56479 -21.19372  C16 1.550, C22 1.519, C55 1.520, N69 1.522
22 C 33.63059 -12.63038 -20.46908  H11 1.090, C21 1.519, H26 1.090, H77 1.090
23 C 27.38347 -16.83899 -22.67991  H9 1.090, C13 1.557, O25 1.481, H73 1.090
24 N 25.58532 -18.30787 -21.77966  C13 1.486, H46 1.010, H56 1.010
25 O 28.74914 -17.05638 -23.20872  C23 1.481, C36 1.388
26 H 33.32262 -11.63926 -20.13602  C22 1.090
27 H 29.55991 -13.05013 -21.92568  C70 1.090
28 H 31.54159 -17.77641 -22.21897  C43 1.090
29 H 26.49217 -13.13580 -15.47053  C78 1.090
30 C 30.63066 -17.74884 -17.97337  H5 1.090, N49 1.488, C84 1.544, C90 1.577
31 H 30.74222 -17.17228 -14.05475  C17 1.090
32 H 33.14080 -18.32113 -21.70988  C43 1.090
33 C 30.70424 -12.69040 -18.67029  H10 1.090, H12 1.090, H59 1.090, C80 1.555
34 O 24.90272 -17.53923 -17.62527  H47 0.960, H58 0.960, H67 0.960
35 H 31.66525 -13.42558 -23.04833  C55 1.090
36 C 29.12923 -15.98687 -24.00819  O25 1.388, H45 1.090, H60 1.090, H71 1.090
37 H 27.61870 -18.59658 -21.58572  C13 1.090
38 H 29.21999 -11.72410 -20.80403  C70 1.090
39 H 29.46513 -15.09464 -19.04572  C52 1.090
40 H 30.60262 -15.57316 -13.39930  C17 1.090
41 H 32.88179 -12.14071 -22.84300  C55 1.090
42 H 28.38393 -13.72629 -19.35095  C52 1.090
43 C 32.08684 -18.29869 -21.43283  H28 1.090, H32 1.090, H51 1.090, O64 1.359
44 H 26.69552 -20.42657 -19.76623  O72 0.960
45 H 30.17997 -15.93245 -24.29295  C36 1.090
46 H 25.36761 -19.22433 -21.41525  N24 1.010
47 H 24.27295 -17.88533 -18.26183  O34 0.960
48 H 29.35183 -17.65295 -16.50124  N49 1.010
49 N 29.37956 -18.23120 -17.32886  C30 1.488, H48 1.010, H91 1.010
50 H 29.22052 -14.50179 -16.21852  C8 1.090
51 H 31.86067 -19.36425 -21.47192  C43 1.090
52 C 29.17848 -14.33888 -19.77700  H39 1.090, H42 1.090, C80 1.532, H82 1.090
53 N 26.31691 -15.72496 -14.72293  C76 1.462, H87 1.010, H89 1.010
54 H 26.71500 -20.36336 -23.05464  C88 1.090
55 C 32.11934 -12.73420 -22.33847  C3 1.538, C21 1.520, H35 1.090, H41 1.090
56 H 25.70357 -17.83158 -20.89690  N24 1.010
57 H 25.36807 -13.98075 -16.48855  C78 1.090
58 H 25.77783 -17.54339 -18.01994  O34 0.960
59 H 31.54785 -12.00423 -18.74507  C33 1.090
60 H 28.99229 -15.05059 -23.46714  C36 1.090
61 H 32.01754 -19.43348 -17.48002  C90 1.090
62 H 27.69538 -17.02072 -18.79330  O2 0.977
63 O 29.20161 -16.19279 -14.89408  C8 1.479, C17 1.430
64 O 31.93162 -17.69600 -20.22415  C43 1.359, C84 1.501
65 H 27.94872 -19.60572 -23.81761  C88 1.090
66 H 27.11944 -20.89233 -18.35974  O72 0.960
67 H 24.88825 -18.12384 -16.86395  O34 0.960
68 H 26.15639 -19.14595 -24.25959  C88 1.090
69 N 31.58178 -14.23852 -20.38016  C21 1.522, C80 1.480, O86 1.371
70 C 29.96824 -12.45605 -21.10810  C3 1.519, H27 1.090, H38 1.090, C80 1.542
71 H 28.47521 -15.83775 -24.86732  C36 1.090
72 O 27.34704 -20.29264 -19.07400  H44 0.960, H66 0.960, H83 0.960
73 H 27.26795 -16.29694 -21.74133  C23 1.090
74 H 32.91307 -15.47686 -22.26957  C16 1.090
75 H 34.18844 -14.35302 -22.65855  C16 1.090
76 C 27.18527 -15.17286 -15.76189  C8 1.552, N53 1.462, C78 1.590, H85 1.090
77 H 34.02838 -13.04175 -19.54137  C22 1.090
78 C 26.43091 -13.87057 -16.27332  H6 1.090, H29 1.090, H57 1.090, C76 1.590
79 H 31.30524 -15.85217 -15.01414  C17 1.090
80 C 30.39729 -13.43702 -19.99880  C33 1.555, C52 1.532, N69 1.480, C70 1.542
81 H 30.35862 -19.04941 -19.65292  C84 1.090
82 H 28.90633 -14.85633 -20.69693  C52 1.090
83 H 27.31017 -19.39031 -18.74837  O72 0.960
84 C 30.65868 -18.01362 -19.49416  H20 1.090, C30 1.544, O64 1.501, H81 1.090
85 H 27.30109 -15.83152 -16.62262  C76 1.090
86 O 32.10651 -15.06499 -19.42019  H7 0.960, N69 1.371
87 H 25.51043 -16.20523 -15.09579  N53 1.010
88 C 26.91919 -19.40098 -23.52393  C13 1.581, H54 1.090, H65 1.090, H68 1.090
89 H 26.81508 -16.57697 -14.50844  N53 1.010
90 C 31.82169 -18.40527 -17.17583  H4 1.090, H18 1.090, C30 1.577, H61 1.090
91 H 28.52813 -18.09657 -17.85522  N49 1.010

Here are the Mulliken charges for atoms 1 to 5, given in e:
1 H 0.61
2 O -1.11
3 C -0.85
4 H 0.37
5 H -0.08

=====

[2]
Formula: C2H3ClN2O
Source: the Open Molecules 2025 dataset
Level of theory: the ωB97M-V functional and the def2-TZVPD basis

The value obtained for the molecular weight is 106.5 g/mol. The total energy is -19668.080 eV. As for the charge: 0.

Bonds (Å) are listed after each position.
Positions of all 9 atoms, in Å:
1 N 0.52637 -0.82640 1.96196  Cl6 1.813, C9 1.292
2 O 0.15826 -1.81574 -0.02855  C3 1.222
3 C -0.00260 -0.73112 -0.56804  O2 1.222, N7 1.317, H8 1.165
4 H -0.39253 1.75836 -0.24775  no bonds
5 H 1.07492 1.14568 1.84268  C9 1.066
6 Cl 1.04428 -0.99906 3.69079  N1 1.813
7 N 0.15792 0.43173 0.02845  C3 1.317, C9 1.414
8 H -0.66017 -0.54694 -1.51210  C3 1.165
9 C 0.61307 0.31427 1.36208  N1 1.292, H5 1.066, N7 1.414

Here are the Mulliken charges for atoms 1 to 5, given in e:
1 N -0.25
2 O -0.47
3 C 0.10
4 H 0.43
5 H 0.40